[1]
{"formula": "C2H10N2O2", "method": "the ωB97M-V functional and the def2-TZVPD basis", "smiles": "[H]/N=C/NC.O.O", "fmax_ha_per_bohr": 0.0812, "de_lowest_kcal_mol": 51.2, "elements": ["H", "N", "C", "N", "C", "H", "H", "H", "H", "H", "O", "H", "H", "O", "H", "H"], "coordinates": [[3.84648, 2.68294, 1.30845], [2.96402, 2.30237, 1.51564], [2.42076, 1.66386, 0.50110], [1.14649, 1.11567, 0.63090], [-0.02283, 1.85632, 0.03420], [2.86726, 1.57777, -0.42745], [1.24651, 0.77437, 1.57225], [-1.11574, 1.56650, 0.49862], [-0.03840, 1.65474, -1.09689], [0.17789, 2.93078, 0.12152], [-0.11827, -3.59578, -6.15356], [0.31576, -2.89626, -6.63263], [0.33108, -3.33177, -5.31887], [-4.70699, -3.07630, 4.80238], [-4.67217, -3.09819, 3.81221], [-4.64184, -2.12703, 4.83212]]}

=====

[2]
{"formula": "C23H17FN2O", "method": "the ωB97M-V functional and the def2-TZVPD basis", "e_tot_ev": -31870.3246, "smiles": "O=C(c1cc(C#Cc2ccccn2)ccc1F)N1CCc2ccccc2C1", "fmax_ha_per_bohr": 0.0613, "elements": ["O", "C", "C", "C", "C", "C", "C", "C", "C", "C", "C", "C", "N", "C", "C", "C", "F", "N", "C", "C", "C", "C", "C", "C", "C", "C", "C", "H", "H", "H", "H", "H", "H", "H", "H", "H", "H", "H", "H", "H", "H", "H", "H", "H"], "coordinates": [[1.00966, -3.49620, -0.76383], [0.24732, -2.62201, -0.39272], [0.34340, -2.18660, 1.00277], [0.97263, -0.98225, 1.39958], [0.91807, -0.55683, 2.71867], [1.37618, 0.77145, 3.00546], [1.81753, 1.86750, 3.20846], [2.50047, 3.11709, 3.27711], [2.09484, 4.11145, 4.22329], [2.77711, 5.30131, 4.38595], [3.88996, 5.44945, 3.51767], [4.19978, 4.46913, 2.56422], [3.52195, 3.30827, 2.43317], [0.29799, -1.33470, 3.70823], [-0.29648, -2.54347, 3.31271], [-0.31007, -2.93385, 1.94362], [-0.92975, -4.08160, 1.54030], [-0.63126, -2.09456, -1.32495], [-1.59732, -1.07073, -0.91314], [-1.67482, 0.02372, -1.93907], [-2.09885, -0.57864, -3.27203], [-2.96747, 0.08662, -4.18304], [-3.23208, -0.47324, -5.43433], [-2.65614, -1.68582, -5.76727], [-1.92626, -2.41572, -4.82683], [-1.60196, -1.84960, -3.59517], [-0.70514, -2.61425, -2.68229], [1.43323, -0.32977, 0.66597], [1.26652, 3.90889, 4.82547], [2.46228, 6.03749, 5.11791], [4.49918, 6.33298, 3.56336], [5.06544, 4.56887, 1.92432], [0.25537, -0.97904, 4.74317], [-0.81160, -3.15024, 4.09044], [-2.57535, -1.48398, -0.68207], [-1.29358, -0.52635, -0.03742], [-0.69652, 0.55178, -2.04934], [-2.43606, 0.74091, -1.67792], [-3.44508, 1.03142, -3.86314], [-3.90452, 0.06696, -6.10294], [-2.80654, -2.08034, -6.78332], [-1.58216, -3.41296, -5.03745], [-1.05937, -3.64333, -2.67063], [0.28949, -2.61924, -3.17294]]}

=====

[3]
{"formula": "C15H15N2O8ReS2", "method": "the ωB97M-V functional and the def2-TZVPD basis", "charge": 1, "spin_multiplicity": 2, "fmax_ha_per_bohr": 0.0038, "de_lowest_kcal_mol": 0.0, "elements": ["Re", "O", "C", "O", "C", "C", "N", "N", "C", "C", "O", "O", "H", "H", "H", "O", "S", "O", "O", "S", "C", "C", "C", "C", "C", "C", "C", "O", "C", "C", "C", "H", "H", "H", "H", "H", "H", "H", "H", "H", "H", "H", "H"], "coordinates": [[1.69671, 0.70571, 0.45274], [-2.44630, 2.75718, 4.11867], [-1.57270, 2.02057, 4.78520], [-1.65828, 1.79229, 5.95792], [-0.43326, 1.43047, 4.00875], [0.55787, 0.65033, 4.58314], [1.39727, 0.26992, 3.61003], [1.00525, 0.75947, 2.42518], [-0.09330, 1.47590, 2.65785], [-0.62236, 2.16190, 1.44662], [-1.64667, 2.79402, 1.45109], [0.17032, 1.99282, 0.40277], [-2.24352, 2.84669, 3.16221], [0.69366, 0.36512, 5.61373], [2.24541, -0.27160, 3.68454], [2.72707, 2.53461, -0.11103], [3.58630, 1.57410, -0.90604], [4.60959, 2.06758, -1.73679], [2.50451, 0.69056, -1.50474], [3.90151, 0.34528, 0.80873], [-2.72137, -6.35547, -1.26183], [-2.04335, -5.10956, -0.79628], [-0.87768, -4.65849, -1.41528], [-0.22440, -3.51853, -1.00028], [1.01834, -3.09426, -1.72037], [-0.78008, -2.79352, 0.10591], [-0.21954, -1.61420, 0.59202], [0.82230, -1.04610, 0.11197], [-1.97815, -3.25140, 0.75229], [-2.60283, -2.51764, 1.90896], [-2.57614, -4.39194, 0.28429], [-2.32887, -6.70037, -2.21511], [-3.79664, -6.19925, -1.35084], [-2.57383, -7.14726, -0.52304], [-0.47629, -5.21924, -2.24970], [1.26429, -3.81749, -2.49383], [1.86633, -3.00580, -1.04105], [0.89004, -2.11622, -2.18570], [-0.70366, -1.11920, 1.43496], [-1.92751, -2.45873, 2.76468], [-3.49694, -3.04044, 2.23835], [-2.90038, -1.50401, 1.63461], [-3.48478, -4.74916, 0.75268]]}

=====

[4]
{"formula": "C4H12", "method": "the ωB97M-V functional and the def2-TZVPD basis", "smiles": "CC.CC", "fmax_ha_per_bohr": 0.0211, "de_lowest_kcal_mol": 3.5, "elements": ["C", "C", "H", "H", "H", "H", "H", "H", "C", "C", "H", "H", "H", "H", "H", "H"], "coordinates": [[-1.90078, -0.49852, -1.72176], [-2.41720, -0.66626, -0.29639], [-1.50469, 0.51025, -1.90015], [-1.11412, -1.19204, -2.02096], [-2.68570, -0.54616, -2.46552], [-1.61979, -0.84171, 0.41574], [-3.00588, 0.21220, -0.02811], [-3.07720, -1.53513, -0.28874], [1.52135, 0.37952, 1.36619], [2.80008, 0.77394, 0.63339], [1.67319, -0.50082, 1.97343], [1.26356, 1.20565, 2.02277], [0.65351, 0.27637, 0.71445], [3.59292, 1.11917, 1.29379], [3.20364, -0.06307, 0.06355], [2.57111, 1.49556, -0.14771]]}